DFT (wB97M-V/def2-TZVPD) results for a molecular structure, C24H38AsF6K2N6O16S2 at a distorted geometry.

Net charge: -1
E_HOMO: -4.6 eV

Each line ends with the Mulliken charge.
Atoms and positions in Å:
1 K -3.819 -1.722 1.458  1.16
2 K -0.796 -3.081 2.592  0.89
3 As -0.535 -0.858 0.332  2.58
4 F -0.516 0.886 0.675  1.23
5 F -1.212 -0.686 -1.337  -1.34
6 F -0.494 -2.673 0.165  0.19
7 F 0.048 -1.177 2.009  -0.75
8 F -2.245 -1.032 0.892  -0.60
9 F 1.124 -0.755 -0.302  -0.36
10 O -1.528 -3.978 -1.142  -0.48
11 C -2.644 -4.192 -0.421  0.24
12 O -3.310 -5.188 -0.627  -0.79
13 O -3.051 -3.262 0.324  -0.69
14 H -1.165 -3.188 -0.736  0.68
15 C 1.635 -3.584 1.380  -1.70
16 O 0.903 -4.710 1.743  -0.96
17 H 2.178 -3.801 0.461  0.21
18 H 0.969 -2.731 1.249  0.07
19 H 2.400 -3.267 2.089  0.96
20 C -1.900 1.845 -0.669  1.02
21 N -3.124 2.548 -1.048  1.38
22 O -3.071 3.792 -1.248  -0.68
23 O -4.106 1.815 -1.167  -0.78
24 H -1.193 2.175 -1.430  -0.47
25 H -2.003 0.760 -0.669  -0.04
26 H -1.600 2.254 0.296  -0.16
27 C -1.464 -0.646 4.144  -0.58
28 N -0.801 0.558 4.733  0.93
29 O -0.398 0.454 5.906  -0.68
30 O -0.801 1.576 4.064  -0.37
31 H -0.937 -1.586 4.303  0.37
32 H -1.586 -0.438 3.081  -0.15
33 H -2.468 -0.645 4.569  0.49
34 C -2.311 -1.345 -3.682  -0.17
35 C -1.640 -2.298 -2.673  1.15
36 O -1.470 -3.496 -3.418  -0.49
37 S -1.251 -3.166 -5.046  1.05
38 O -2.263 -3.895 -5.787  -0.61
39 O 0.143 -3.240 -5.375  -0.52
40 O -1.696 -1.534 -4.917  -0.50
41 H -2.166 -0.302 -3.400  0.23
42 H -3.378 -1.546 -3.773  0.43
43 H -2.169 -2.487 -1.738  0.26
44 H -0.644 -1.935 -2.422  -1.31
45 C 1.621 1.496 -1.743  1.05
46 C 2.166 1.730 -3.178  -0.24
47 O 0.875 2.200 -3.710  -0.53
48 S 0.163 3.365 -2.690  1.03
49 O -1.279 3.414 -2.796  -0.57
50 O 0.850 4.651 -2.783  -0.65
51 O 0.743 2.552 -1.337  -0.19
52 H 2.327 1.389 -0.920  -0.05
53 H 1.032 0.587 -1.623  -0.70
54 H 2.649 0.859 -3.619  0.24
55 H 2.904 2.530 -3.247  0.36
56 N 2.071 -0.819 1.678  0.66
57 C 2.348 -1.393 2.906  -0.41
58 C 3.428 -0.740 3.428  -1.41
59 C 3.909 0.194 2.464  -1.00
60 C 2.971 0.216 1.444  -0.18
61 H 1.245 -1.084 1.162  0.10
62 H 1.816 -2.306 3.129  0.58
63 H 3.853 -0.976 4.393  0.41
64 H 4.762 0.857 2.459  0.46
65 H 2.925 0.845 0.568  0.38
66 N 1.271 1.665 2.192  1.39
67 C 1.007 2.191 0.976  0.60
68 C 1.115 3.611 1.084  -1.23
69 C 1.533 3.795 2.418  -1.25
70 C 1.690 2.579 3.085  -0.77
71 H 1.167 0.675 2.362  -0.73
72 H 0.706 1.573 0.143  -0.15
73 H 0.915 4.355 0.327  0.48
74 H 1.700 4.769 2.855  0.43
75 H 2.011 2.231 4.056  0.62
76 N -1.325 2.064 1.968  1.67
77 C -1.365 3.369 2.224  -0.08
78 C -2.702 3.741 2.444  -1.16
79 C -3.469 2.645 2.475  -1.45
80 C -2.618 1.599 2.044  1.02
81 H -0.552 1.510 1.626  -1.31
82 H -0.443 3.927 2.162  0.31
83 H -2.947 4.784 2.582  0.46
84 H -4.540 2.632 2.613  0.38
85 H -2.683 0.533 1.883  -0.42
86 N 2.512 -1.258 -4.191  0.13
87 C 1.199 -1.268 -3.719  -1.75
88 C 1.335 -1.458 -2.374  1.45
89 C 2.679 -1.623 -2.018  -0.45
90 C 3.441 -1.428 -3.135  -1.45
91 H 2.783 -1.071 -5.145  0.21
92 H 0.387 -1.025 -4.388  0.95
93 H 0.531 -1.654 -1.679  0.54
94 H 3.122 -1.867 -1.064  0.47
95 H 4.515 -1.382 -3.232  0.38

DFT (wB97M-V/def2-TZVPD) results for a molecular structure, C35H46NO7PSSiTe4Y.

Net charge: -1
ΔE to the lowest compared entry with this formula, charge and spin: 73.49 kJ/mol
E_HOMO: -3.7 eV

Each line ends with the Mulliken charge.
Atoms and positions in Å:
1 Y -0.273 0.624 0.162  0.69
2 O -1.460 -0.736 -1.207  -0.10
3 N -2.134 -0.508 -2.322  0.30
4 C -2.689 -1.584 -2.917  -0.32
5 C -3.392 -1.467 -4.083  -0.77
6 C -3.523 -0.197 -4.651  -0.23
7 C -2.960 0.883 -4.025  -1.03
8 C -2.246 0.756 -2.816  0.62
9 S -1.572 2.077 -1.980  -0.37
10 H -2.519 -2.509 -2.386  0.42
11 H -3.824 -2.347 -4.536  0.44
12 H -4.063 -0.066 -5.579  0.38
13 H -3.041 1.879 -4.436  0.46
14 Te 1.238 -2.661 0.223  0.06
15 Te 2.272 -4.842 1.111  -0.30
16 Te -0.711 -3.155 4.012  -0.53
17 Te -1.247 -2.359 1.557  -0.19
18 C 5.629 -1.588 -1.720  -0.52
19 C 4.956 -1.545 -2.931  -0.67
20 C 3.794 -0.796 -3.057  -0.17
21 C 3.297 -0.083 -1.967  0.15
22 C 3.984 -0.124 -0.753  -0.43
23 C 5.143 -0.873 -0.633  -0.59
24 P 1.752 0.894 -2.016  1.98
25 C 2.381 2.611 -2.049  -0.29
26 C 1.704 3.606 -1.353  0.38
27 C 2.181 4.912 -1.353  -0.60
28 C 3.335 5.230 -2.050  -0.69
29 C 4.022 4.240 -2.744  -0.72
30 C 3.550 2.938 -2.739  -0.16
31 C 1.143 0.580 -3.706  0.13
32 C 0.677 -0.713 -3.959  -0.21
33 C 0.201 -1.059 -5.213  -0.70
34 C 0.153 -0.105 -6.222  -0.62
35 C 0.590 1.187 -5.970  -0.62
36 C 1.092 1.528 -4.720  -0.66
37 H 6.521 -2.192 -1.617  0.37
38 H 5.328 -2.104 -3.780  0.42
39 H 3.274 -0.772 -4.006  0.37
40 H 3.584 0.395 0.109  0.34
41 H 5.648 -0.922 0.322  0.42
42 H 0.799 3.382 -0.795  -0.08
43 H 1.647 5.673 -0.798  0.43
44 H 3.707 6.247 -2.047  0.38
45 H 4.931 4.480 -3.282  0.40
46 H 4.098 2.163 -3.263  0.42
47 H 0.704 -1.454 -3.164  0.39
48 H -0.144 -2.068 -5.400  0.45
49 H -0.232 -0.369 -7.199  0.37
50 H 0.547 1.935 -6.752  0.38
51 H 1.433 2.538 -4.534  0.38
52 O 1.486 -0.078 1.079  -0.54
53 O 2.162 -1.305 1.324  -0.25
54 C -1.477 0.887 5.350  -1.19
55 C -2.635 1.366 4.484  1.59
56 C -3.671 0.262 4.326  -1.54
57 C -3.275 2.621 5.072  -1.35
58 O -2.153 1.641 3.162  -0.70
59 Si -1.306 2.904 2.561  -2.88
60 O -0.667 2.403 1.194  3.06
61 O -0.221 3.359 3.707  0.11
62 C 0.689 4.460 3.701  1.96
63 C 1.854 4.037 4.588  -1.91
64 C 1.190 4.754 2.290  -1.32
65 C -0.017 5.679 4.285  -1.67
66 O -2.259 4.243 2.363  0.61
67 C -3.189 4.550 1.329  1.85
68 C -2.418 5.119 0.142  -1.28
69 C -3.987 3.317 0.921  -1.16
70 C -4.125 5.606 1.909  -1.98
71 H -1.833 0.613 6.347  0.50
72 H -0.731 1.676 5.445  0.03
73 H -1.012 0.008 4.905  0.05
74 H -4.101 -0.003 5.293  0.41
75 H -3.197 -0.627 3.907  0.09
76 H -4.472 0.589 3.658  0.33
77 H -3.680 2.406 6.062  0.54
78 H -4.084 2.974 4.429  0.21
79 H -2.536 3.420 5.163  0.07
80 H 2.330 3.146 4.176  0.35
81 H 1.493 3.801 5.590  0.39
82 H 2.596 4.836 4.659  0.42
83 H 1.663 3.868 1.864  0.20
84 H 1.923 5.565 2.316  0.66
85 H 0.366 5.052 1.637  0.00
86 H -0.365 5.455 5.295  0.37
87 H -0.880 5.940 3.672  0.08
88 H 0.665 6.531 4.332  0.46
89 H -1.703 4.381 -0.224  -0.08
90 H -1.875 6.015 0.454  0.27
91 H -3.091 5.382 -0.677  0.50
92 H -3.337 2.565 0.472  -0.07
93 H -4.747 3.587 0.185  0.55
94 H -4.475 2.879 1.794  0.20
95 H -3.549 6.472 2.242  0.33
96 H -4.660 5.198 2.769  0.38
97 H -4.852 5.933 1.163  0.41